Here is a 3-piece molecular cluster, C8H15BrClO12PS2 overall in a non-equilibrium geometry from OMol25. Energies are from ωB97M-V/def2-TZVPD.

Cartesian coordinates (Å):
C  -0.6777  1.8852  -4.3749
C  0.5703  1.3392  -3.6800
Br  1.3985  2.7212  -2.5972
C  0.2711  0.0322  -2.9069
O  0.8857  -0.1092  -1.6296
C  0.1061  0.2346  -0.6094
O  -0.7890  1.0286  -0.6774
O  0.3706  -0.4327  0.5587
P  1.6022  0.0713  1.5576
O  0.8631  1.3366  2.2872
Cl  2.9310  1.1005  0.3565
H  -0.4116  2.3525  -5.3244
H  -1.1748  2.6477  -3.7760
H  -1.3888  1.0822  -4.5850
H  1.3133  1.1142  -4.4416
H  0.6980  -0.7770  -3.5032
H  -0.8008  -0.1532  -2.8527
H  1.2003  2.1587  1.9018
O  -4.1143  5.3592  2.9279
S  -3.6187  4.4924  3.9364
O  -3.7034  4.8394  5.3093
O  -2.1130  4.1072  3.5699
C  -1.9674  2.6812  3.4726
C  -3.3312  2.1967  3.0309
O  -4.2492  3.0367  3.7488
H  -1.7040  2.2932  4.4583
H  -1.1876  2.4283  2.7627
H  -3.5101  1.1540  3.2760
H  -3.4846  2.3513  1.9614
O  1.4707  -2.4295  -0.5090
S  1.9823  -3.4759  0.3038
O  2.1288  -3.3151  1.7043
O  3.3652  -3.9733  -0.3263
C  3.3119  -5.3774  -0.6114
C  1.8491  -5.6435  -0.9029
O  1.1512  -4.8158  0.0370
H  3.6519  -5.9229  0.2706
H  3.9588  -5.6075  -1.4534
H  1.5701  -6.6832  -0.7587
H  1.5759  -5.3279  -1.9118

Calculated values
**Structure (SMILES)**: C[C@@H](Br)COC(=O)OP(O)Cl.O=S1(=O)OCCO1.O=S1(=O)OCCO1
**Energy**: -146633.1420 eV
**Net charge**: 0
**Gap between HOMO and LUMO**: 10.07 eV
**Multiplicity**: 1
**E_HOMO**: -9.84 eV
**Molar mass**: 513.66 Da
**Maximum force**: 1.64 eV/A